# C66H156N15O9P3

A 9-piece molecular cluster, C66H156N15O9P3 overall (ωB97M-V/def2-TZVPD, the Open Molecules 2025 dataset).

Output
orbital gap: 7.90 eV
net charge: 0
LUMO level: 0.0011 Ha
E_tot: -139608.241 eV
HOMO level: -7.87 eV

Each line ends with the Mulliken charge.
Geometry (Å):
C (3.953001, 5.741624, -3.317308)  0.21
O (3.798011, 6.630260, -2.457647)  -0.63
N (3.032095, 5.442407, -4.270751)  0.08
C (3.297561, 4.653544, -5.481876)  -0.87
C (1.619643, 5.945737, -4.290959)  -0.94
H (4.861300, 5.166040, -3.553754)  0.27
H (4.355492, 4.395977, -5.532345)  0.31
H (3.146052, 5.296221, -6.349118)  0.34
H (2.606718, 3.810496, -5.491977)  0.29
H (0.957704, 5.219026, -4.761933)  0.34
H (1.258770, 5.944087, -3.262434)  0.32
H (1.506490, 6.956086, -4.684035)  0.29
O (10.276011, 1.775935, 0.952328)  -0.82
P (9.301262, 2.773075, 1.605123)  0.50
N (7.702427, 2.247127, 1.658782)  0.30
C (7.188462, 1.394102, 0.623115)  -1.09
C (6.580692, 2.900966, 2.386906)  -1.06
N (9.282530, 4.347860, 0.897833)  0.22
C (10.185031, 4.768627, -0.208221)  -1.02
C (8.425625, 5.399294, 1.355176)  -1.14
N (9.625592, 3.055140, 3.297171)  0.27
C (9.596749, 1.938623, 4.271049)  -1.14
C (10.185832, 4.340784, 3.822667)  -1.07
H (6.447175, 0.702560, 1.023560)  0.33
H (7.977861, 0.780492, 0.189029)  0.34
H (6.743632, 1.925548, -0.218191)  0.33
H (6.161683, 3.654587, 1.720131)  0.29
H (6.842072, 3.215821, 3.397185)  0.29
H (5.699749, 2.313814, 2.646290)  0.42
H (9.534724, 5.070486, -1.029235)  0.34
H (10.654783, 5.704694, 0.093792)  0.32
H (10.913450, 4.006524, -0.485196)  0.31
H (8.857763, 6.399921, 1.365262)  0.35
H (7.448878, 5.437530, 0.872888)  0.27
H (8.175234, 5.194450, 2.396057)  0.37
H (8.693411, 1.396713, 3.991008)  0.37
H (10.552791, 1.428657, 4.152680)  0.30
H (9.504686, 2.212197, 5.322137)  0.37
H (9.519077, 4.771756, 4.569524)  0.31
H (10.468507, 5.072977, 3.066299)  0.30
H (11.087554, 4.075513, 4.374596)  0.42
O (4.053986, -7.250961, 0.107368)  -0.89
P (5.332870, -7.834822, -0.337032)  0.52
N (5.517108, -7.986650, -2.065690)  0.35
C (4.486042, -7.419370, -2.949521)  -1.13
C (6.807438, -8.269047, -2.696500)  -1.22
N (5.642742, -9.427331, 0.241619)  0.23
C (4.867346, -10.520023, -0.351583)  -1.01
C (6.042317, -9.598563, 1.621542)  -0.96
N (6.640379, -6.844925, 0.296041)  0.14
C (6.325637, -5.394593, 0.407679)  -0.99
C (8.067070, -7.180905, 0.009163)  -1.08
H (4.181810, -6.455633, -2.541153)  0.32
H (3.627297, -8.089781, -2.984317)  0.29
H (4.806495, -7.246292, -3.976873)  0.42
H (6.525464, -8.785861, -3.613828)  0.53
H (7.396877, -9.017756, -2.167286)  0.32
H (7.288037, -7.366024, -3.072908)  0.31
H (5.033038, -10.513264, -1.428893)  0.22
H (5.291055, -11.438268, 0.055100)  0.39
H (3.834492, -10.293733, -0.086757)  0.32
H (6.717202, -8.808855, 1.951679)  0.27
H (5.081377, -9.508590, 2.128086)  0.39
H (6.359411, -10.600656, 1.910244)  0.31
H (5.321331, -5.110548, 0.722004)  0.27
H (6.972596, -4.946208, 1.161657)  0.34
H (6.519527, -4.970200, -0.577402)  0.33
H (8.182692, -8.245033, -0.196644)  0.34
H (8.561477, -7.198631, 0.980429)  0.39
H (8.437165, -6.568178, -0.812838)  0.29
O (-0.880346, -0.164664, 1.443703)  -0.88
P (-1.072757, 0.317071, 0.010999)  0.19
N (-2.738375, 0.126006, -0.414774)  0.31
C (-3.070158, -0.297616, -1.773786)  -0.96
C (-3.814504, 0.265259, 0.636076)  -1.08
N (-0.184853, -0.386853, -1.242921)  0.39
C (0.338714, -1.699148, -0.954544)  -1.10
C (-0.046578, 0.259423, -2.589943)  -1.14
N (-0.800588, 2.003355, -0.208889)  0.27
C (-1.875224, 2.914435, 0.158489)  -0.89
C (0.513909, 2.502680, 0.112670)  -1.13
H (-2.587895, -1.240275, -2.032449)  0.27
H (-2.705481, 0.368418, -2.555789)  0.29
H (-4.143236, -0.428063, -1.913698)  0.40
H (-3.383638, 0.195452, 1.634866)  0.34
H (-4.578234, -0.512377, 0.645602)  0.39
H (-4.273018, 1.253250, 0.677729)  0.33
H (-0.324473, -2.554380, -0.824658)  0.30
H (1.022490, -1.996451, -1.749624)  0.37
H (0.908366, -1.771781, -0.028086)  0.31
H (-0.785094, -0.339612, -3.122702)  0.48
H (-0.239781, 1.332044, -2.606273)  0.28
H (0.970147, 0.136893, -2.963244)  0.32
H (-1.412791, 3.901086, 0.130653)  0.39
H (-2.629283, 2.998103, -0.624131)  0.23
H (-2.362238, 2.679375, 1.104877)  0.26
H (1.255607, 1.965192, -0.478163)  0.30
H (0.681603, 2.345167, 1.178120)  0.29
H (0.665805, 3.527032, -0.227522)  0.45
C (0.479147, -7.001427, -9.367498)  -1.80
C (-0.960454, -6.653350, -8.708356)  1.37
C (-0.602383, -6.184288, -7.321321)  -1.36
C (-1.728049, -5.419543, -6.587120)  -0.84
C (-2.266765, -4.230345, -7.425534)  -1.03
C (-2.663642, -4.628001, -8.930195)  1.48
N (-1.649634, -5.593501, -9.517973)  0.30
O (-1.953065, -5.994662, -10.788466)  -0.46
C (-4.077081, -5.224905, -8.827547)  -1.66
C (-2.657349, -3.385712, -9.763904)  -2.09
C (-1.873552, -7.839966, -8.563971)  -1.71
H (0.372511, -7.389398, -10.380512)  0.40
H (1.083291, -6.147752, -9.674668)  0.45
H (1.082923, -7.631102, -8.714000)  0.38
H (-0.324249, -7.029232, -6.691391)  0.53
H (0.329974, -5.639241, -7.173862)  0.45
H (-2.556063, -6.120142, -6.479192)  0.26
H (-1.449909, -5.079713, -5.589496)  0.42
H (-1.553132, -3.410422, -7.344433)  0.39
H (-3.181643, -3.857498, -6.965006)  0.47
H (-4.055884, -6.110735, -8.192765)  0.34
H (-4.462171, -5.533371, -9.799480)  0.33
H (-4.680440, -4.436308, -8.377913)  0.44
H (-3.249089, -2.649110, -9.220428)  0.44
H (-3.125452, -3.452479, -10.746000)  0.51
H (-1.708791, -2.855018, -9.845746)  0.41
H (-2.484219, -7.762957, -7.664388)  0.37
H (-2.391241, -8.075098, -9.493924)  0.30
H (-1.163625, -8.652689, -8.410443)  0.52
H (-1.671032, -5.188196, -11.226246)  0.38
C (0.878475, -1.152980, 7.546080)  -1.68
C (-0.085511, -0.437089, 8.496133)  1.49
C (0.675015, 0.024383, 9.823899)  -1.19
C (1.208967, 1.449664, 9.731462)  -0.73
C (0.289588, 2.499459, 9.083183)  -1.11
C (-0.330639, 1.965806, 7.733075)  1.39
N (-0.824556, 0.623233, 7.843829)  0.15
O (-1.663558, 0.251382, 6.702043)  -0.41
C (-1.543859, 2.906350, 7.478122)  -1.87
C (0.776560, 2.224861, 6.617332)  -1.58
C (-1.048869, -1.572795, 8.917705)  -1.81
H (1.653799, -0.452868, 7.234912)  0.40
H (0.389708, -1.354690, 6.592929)  0.37
H (1.326250, -2.079545, 7.905359)  0.46
H (0.090080, -0.166917, 10.723546)  0.47
H (1.504552, -0.643148, 10.057066)  0.37
H (2.222454, 1.338640, 9.345942)  0.36
H (1.403712, 1.854135, 10.724725)  0.37
H (0.914715, 3.390810, 9.030133)  0.34
H (-0.487744, 2.692888, 9.822393)  0.45
H (-1.910297, 2.651099, 6.483810)  0.42
H (-2.418003, 2.846903, 8.126532)  0.40
H (-1.224197, 3.948247, 7.458760)  0.42
H (0.521173, 1.532167, 5.815441)  0.32
H (0.744556, 3.182752, 6.098174)  0.42
H (1.819659, 2.058827, 6.886560)  0.29
H (-1.881793, -1.770421, 8.242964)  0.32
H (-1.448572, -1.348841, 9.906744)  0.41
H (-0.529317, -2.517075, 9.080443)  0.40
H (-1.011293, 0.002206, 6.043226)  0.35
C (-0.768564, 11.498559, 1.944806)  -1.58
C (0.746429, 11.581900, 1.422353)  1.52
C (1.359117, 12.727509, 2.281742)  -1.29
C (1.537679, 12.247440, 3.759810)  -0.69
C (2.332044, 10.980397, 3.802348)  -1.13
C (1.688246, 9.785279, 2.967011)  1.55
N (1.423937, 10.361508, 1.607242)  0.28
O (1.061644, 9.352051, 0.721372)  -0.44
C (2.711170, 8.642412, 2.936060)  -2.12
C (0.427062, 9.251143, 3.727442)  -1.73
C (0.859742, 12.037504, -0.080280)  -1.91
H (-1.163743, 10.483551, 1.903725)  0.38
H (-1.521238, 12.011951, 1.346459)  0.40
H (-1.036382, 11.871937, 2.933222)  0.28
H (2.375401, 12.808713, 1.896177)  0.43
H (1.167459, 13.783660, 2.092235)  0.46
H (0.566578, 12.035590, 4.207227)  0.28
H (1.877519, 13.004992, 4.466020)  0.38
H (2.445653, 10.638479, 4.831078)  0.47
H (3.302140, 11.288583, 3.412425)  0.36
H (3.049982, 8.405540, 3.944625)  0.44
H (2.302551, 7.751478, 2.459227)  0.45
H (3.606035, 8.929709, 2.383997)  0.44
H (0.719136, 8.581332, 4.536232)  0.45
H (-0.172759, 10.077475, 4.108898)  0.33
H (-0.159536, 8.542466, 3.142830)  0.35
H (0.414401, 11.221201, -0.648985)  0.44
H (1.900346, 12.115558, -0.395165)  0.42
H (0.311089, 12.968405, -0.223402)  0.42
H (1.919473, 9.043285, 0.420736)  0.35
C (-10.930442, 5.072315, -0.307650)  -1.59
C (-10.532334, 5.224213, -1.764660)  1.31
C (-9.045109, 5.441362, -1.958867)  -1.15
C (-8.311144, 4.109954, -1.862680)  -0.78
C (-8.877590, 3.153182, -2.907730)  -1.24
C (-10.349094, 2.909054, -2.755926)  1.56
N (-11.041184, 4.221706, -2.650783)  0.51
O (-12.436399, 4.109130, -2.748512)  -0.49
C (-10.685525, 2.341043, -4.167934)  -1.90
C (-10.669940, 1.959710, -1.588748)  -1.83
C (-11.149324, 6.605259, -2.201700)  -1.93
H (-12.015478, 5.068219, -0.203835)  0.39
H (-10.568265, 5.965572, 0.201282)  0.42
H (-10.461047, 4.203804, 0.154375)  0.29
H (-8.872582, 5.933505, -2.916018)  0.43
H (-8.563588, 6.062892, -1.203925)  0.41
H (-8.400838, 3.764138, -0.832891)  0.33
H (-7.272681, 4.394494, -2.032148)  0.37
H (-8.322452, 2.222500, -2.790407)  0.45
H (-8.657694, 3.492914, -3.919825)  0.43
H (-10.438309, 3.107474, -4.902486)  0.44
H (-9.946839, 1.556345, -4.331292)  0.43
H (-11.725524, 2.015994, -4.196830)  0.42
H (-10.104577, 2.173706, -0.681735)  0.29
H (-11.734479, 1.991976, -1.356789)  0.38
H (-10.489525, 0.903082, -1.786480)  0.46
H (-10.646598, 7.498948, -1.831968)  0.38
H (-12.184435, 6.669402, -1.866259)  0.43
H (-11.265335, 6.841765, -3.259392)  0.43
H (-12.598361, 4.468561, -3.623827)  0.34
C (-2.184544, -6.492710, 3.023175)  -1.80
C (-3.086361, -7.614004, 2.344762)  1.43
C (-4.307133, -6.910946, 1.685867)  -1.06
C (-5.114976, -7.796097, 0.716899)  -0.82
C (-4.194853, -8.381854, -0.399951)  -1.08
C (-2.910841, -9.104036, 0.303788)  1.36
N (-2.332395, -8.256911, 1.284520)  0.30
O (-1.113407, -8.701461, 1.698463)  -0.46
C (-3.223442, -10.548863, 0.861655)  -1.71
C (-1.945200, -9.257893, -0.933092)  -1.99
C (-3.587766, -8.633155, 3.445957)  -1.83
H (-1.533348, -6.004922, 2.297846)  0.39
H (-1.647709, -6.722426, 3.943578)  0.34
H (-2.834356, -5.717709, 3.429646)  0.44
H (-5.060379, -6.500086, 2.358102)  0.43
H (-3.912375, -6.012788, 1.210910)  0.44
H (-5.976748, -7.235679, 0.354428)  0.44
H (-5.619345, -8.517394, 1.359896)  0.32
H (-4.063913, -7.522580, -1.057673)  0.43
H (-4.860764, -9.040213, -0.957833)  0.44
H (-4.265348, -10.697861, 1.145059)  0.33
H (-3.074083, -11.229278, 0.023307)  0.47
H (-2.614675, -10.761323, 1.740496)  0.32
H (-2.480495, -9.772439, -1.731098)  0.45
H (-1.543905, -8.310751, -1.293620)  0.42
H (-1.174904, -9.954004, -0.601147)  0.49
H (-4.250732, -9.440830, 3.135709)  0.34
H (-4.096587, -8.128307, 4.267144)  0.41
H (-2.769522, -9.185203, 3.908368)  0.42
H (-0.470258, -8.146985, 1.250676)  0.34

Atoms 1-6, force components in eV/Å:
C -1.060 2.096 -0.094
O 0.469 -2.190 -1.215
N -1.733 -0.052 -0.873
C 0.545 0.760 0.741
C 0.864 -0.333 1.622
H 0.311 0.156 0.678